[1]
{"formula": "C12H18N2O", "method": "ωB97M-V/def2-TZVPD", "relative_energy_kj_mol": 93.7, "lumo_ev": [0.9, -2.3], "s2": 2.01, "orbital_gap_ha": [0.2264, 0.2545], "homo_energy_ev": [-5.25, -9.23], "spin_multiplicity": 3, "symbols": ["C", "C", "C", "C", "C", "C", "C", "C", "C", "C", "C", "C", "N", "N", "O", "H", "H", "H", "H", "H", "H", "H", "H", "H", "H", "H", "H", "H", "H", "H", "H", "H", "H"], "coordinates": [[4.07, 0.38, -0.44], [5.17, 0.70, -0.13], [2.07, -0.95, -0.31], [2.65, 0.34, -0.58], [0.76, -1.20, -0.05], [-1.06, 0.63, 0.52], [6.57, 0.90, 0.27], [0.15, -2.57, -0.17], [-2.24, 0.59, 1.42], [-2.32, -0.15, -1.68], [-2.07, 2.32, -1.14], [-1.36, 0.96, -0.98], [0.15, 1.02, 1.11], [-0.03, -0.39, 0.73], [2.02, 1.33, -0.90], [2.64, -1.79, -0.79], [7.03, -0.03, 0.26], [6.60, 1.25, 1.28], [6.86, 1.68, -0.41], [-0.93, -2.51, -0.32], [0.61, -3.17, -0.92], [0.30, -3.05, 0.87], [-1.83, 0.09, 2.24], [-2.92, -0.17, 0.89], [-2.53, 1.51, 1.70], [-3.20, -0.41, -0.99], [-1.74, -1.00, -1.97], [-2.74, 0.22, -2.68], [-3.00, 2.17, -0.69], [-2.04, 2.47, -2.18], [-1.54, 3.10, -0.60], [-0.48, 0.93, -1.49], [0.79, 1.61, 0.57]], "lowdin_spin": [0.03, 0.08, 0.46, 0.19, 0.36, 0.07, 0.01, 0.04, 0.00, 0.00, 0.01, 0.01, 0.08, 0.31, 0.28, 0.02, 0.00, 0.00, 0.00, 0.01, 0.00, 0.02, 0.00, 0.00, 0.00, 0.00, 0.00, 0.00, 0.00, 0.00, 0.00, 0.00, 0.01]}

=====

[2]
{"formula": "C12H18NS", "method": "ωB97M-V/def2-TZVPD", "relative_energy_kj_mol": 307.0, "total_charge": 1, "lumo_ev": -3.1, "orbital_gap_ha": 0.2911, "homo_energy_ev": -11.06, "smiles": "C[N@H+]1\\C=C/C=C\\C=C2\\SCC[C@H]2CC1", "symbols": ["C", "C", "C", "C", "C", "C", "C", "C", "C", "C", "C", "C", "N", "S", "H", "H", "H", "H", "H", "H", "H", "H", "H", "H", "H", "H", "H", "H", "H", "H", "H", "H"], "coordinates": [[0.95, -2.83, 0.01], [0.48, -2.09, 1.03], [1.79, -2.15, -1.04], [1.28, -0.91, 1.32], [-1.15, 0.68, 0.17], [-0.34, 2.29, 1.89], [-0.01, 0.52, -0.85], [0.46, 2.28, 3.26], [1.31, -1.26, -1.89], [-0.55, 0.81, 1.62], [0.87, 0.27, 1.79], [-0.74, -0.66, -2.89], [-0.07, -0.77, -1.55], [1.91, 1.38, 2.61], [0.83, -3.82, -0.31], [-0.31, -2.59, 1.65], [2.78, -2.65, -1.14], [2.45, -0.99, 1.33], [-1.66, 1.58, 0.19], [-1.80, -0.10, 0.15], [-1.36, 2.89, 2.12], [0.09, 2.70, 1.02], [-0.16, 1.38, -1.48], [0.87, 0.53, -0.39], [0.72, 3.31, 3.48], [0.18, 1.68, 4.11], [1.86, -0.80, -2.59], [-1.25, 0.36, 2.21], [-1.20, 0.29, -2.83], [0.02, -0.62, -3.63], [-1.43, -1.56, -3.10], [-0.65, -1.53, -1.08]], "lowdin_charge": [-0.08, -0.09, -0.03, -0.17, -0.06, -0.23, -0.11, -0.36, -0.04, -0.29, -0.55, 0.04, -0.12, 0.99, 0.10, 0.14, 0.14, 0.16, 0.10, 0.09, 0.17, 0.10, 0.14, 0.06, 0.08, 0.08, 0.10, 0.12, 0.09, 0.08, 0.15, 0.19]}

=====

[3]
{"formula": "C12H18NS", "method": "ωB97M-V/def2-TZVPD", "relative_energy_kj_mol": 410.2, "total_charge": 1, "lumo_ev": -4.1, "orbital_gap_ha": 0.3604, "homo_energy_ev": -13.89, "symbols": ["C", "C", "C", "C", "C", "C", "C", "C", "C", "C", "C", "C", "N", "S", "H", "H", "H", "H", "H", "H", "H", "H", "H", "H", "H", "H", "H", "H", "H", "H", "H", "H"], "coordinates": [[1.17, -1.39, 1.30], [2.14, 0.62, 0.54], [-0.35, 0.78, 1.45], [0.92, 0.20, -2.07], [1.19, 0.10, 1.61], [1.01, -1.39, -0.23], [1.34, 0.08, -0.64], [0.10, 0.87, -1.00], [-1.04, 0.94, 0.13], [-2.66, 0.94, 0.29], [1.84, -2.48, -0.87], [-3.33, 0.78, -1.01], [-3.28, 1.04, 1.44], [-0.43, 2.54, -0.70], [2.10, -1.84, 1.55], [0.53, -2.03, 1.91], [2.24, 1.61, 0.66], [3.20, 0.24, 0.62], [-0.94, 0.04, 1.89], [-0.38, 1.66, 2.01], [1.17, 0.84, -2.86], [0.64, -0.76, -2.32], [1.41, 0.16, 2.66], [-0.10, -1.51, -0.41], [1.87, -2.44, -2.02], [1.53, -3.54, -0.57], [2.90, -2.27, -0.56], [-3.65, 1.76, -1.51], [-4.39, 0.28, -0.89], [-2.89, 0.21, -1.74], [-4.28, 0.83, 1.16], [0.44, 3.13, 0.21]], "lowdin_charge": [-0.13, -0.05, -0.10, 0.05, -0.20, -0.31, -0.29, -0.44, -0.32, -0.37, -0.05, -0.07, 0.17, 1.20, 0.11, 0.13, 0.06, 0.16, 0.10, 0.10, 0.11, 0.08, 0.14, 0.16, 0.10, 0.12, 0.10, 0.12, 0.14, 0.04, 0.10, 0.02]}

=====

[4]
{"formula": "C12H18O2", "method": "ωB97M-V/def2-TZVPD", "relative_energy_kj_mol": 139.2, "lumo_ev": 1.0, "orbital_gap_ha": 0.3586, "homo_energy_ev": -8.77, "smiles": "CCCCCOc1ccccc1OC", "symbols": ["C", "C", "C", "C", "C", "C", "C", "C", "C", "C", "C", "C", "H", "H", "H", "H", "H", "H", "H", "H", "H", "H", "H", "H", "H", "H", "H", "H", "H", "H", "O", "O"], "coordinates": [[2.99, -0.11, 0.07], [2.69, 1.26, -0.61], [2.26, 1.16, -2.10], [0.74, 1.08, -2.19], [-0.05, -0.01, -1.53], [-0.74, -0.56, 0.69], [-0.05, -1.10, 1.80], [-0.67, -2.00, 2.62], [-2.06, -2.31, 2.54], [-2.82, -1.66, 1.57], [-2.11, -0.84, 0.65], [-2.98, 1.23, 0.18], [3.84, -0.54, -0.52], [3.37, 0.08, 1.11], [2.09, -0.73, 0.09], [3.64, 1.86, -0.50], [1.90, 1.78, -0.09], [2.72, 0.24, -2.56], [2.54, 2.00, -2.78], [0.44, 2.10, -1.83], [0.47, 1.17, -3.29], [-1.10, -0.07, -1.91], [0.42, -0.96, -1.60], [1.01, -0.89, 1.86], [-0.14, -2.49, 3.38], [-2.55, -3.14, 3.05], [-3.90, -1.70, 1.44], [-3.41, 1.87, -0.55], [-3.56, 1.37, 1.09], [-2.02, 1.67, 0.34], [-0.10, 0.34, -0.14], [-2.86, -0.11, -0.29]], "lowdin_charge": [-0.11, -0.25, -0.22, -0.21, -0.17, -0.21, 0.00, -0.08, -0.07, 0.00, -0.21, -0.07, 0.08, 0.08, 0.03, 0.11, 0.08, 0.12, 0.12, 0.13, 0.13, 0.14, 0.13, 0.10, 0.08, 0.10, 0.12, 0.08, 0.10, 0.08, -0.09, -0.11]}

=====

[5]
{"formula": "C12H18O2", "method": "ωB97M-V/def2-TZVPD", "relative_energy_kj_mol": 956.5, "lumo_ev": -0.1, "orbital_gap_ha": 0.3058, "homo_energy_ev": -8.46, "symbols": ["C", "C", "C", "C", "C", "C", "C", "C", "C", "C", "C", "C", "H", "H", "H", "H", "H", "H", "H", "H", "H", "H", "H", "H", "H", "H", "H", "H", "H", "H", "O", "O"], "coordinates": [[0.76, -1.66, 2.53], [0.12, -0.41, 2.75], [0.74, 1.03, 2.45], [1.13, 1.13, 0.93], [-0.05, 2.11, 0.46], [-1.21, 1.47, -0.30], [-0.55, 0.39, -1.31], [0.06, 0.58, -2.51], [0.16, -0.40, -3.64], [0.31, -1.71, -3.22], [-0.23, -1.92, -1.79], [-0.76, -0.96, -1.03], [0.68, -1.93, 1.39], [0.35, -2.63, 3.32], [2.02, -1.61, 2.62], [-0.90, -0.89, 2.22], [-0.31, -0.55, 3.78], [0.07, 1.78, 2.72], [1.68, 0.91, 3.18], [1.10, 0.18, 0.34], [1.88, 1.81, 0.76], [0.34, 2.82, -0.49], [-0.41, 2.88, 1.21], [-1.84, 1.17, 0.66], [-1.25, 3.52, -1.00], [-0.14, 1.70, -2.89], [0.20, 0.00, -4.70], [0.04, -2.58, -4.10], [0.02, -3.97, -1.76], [-1.39, -1.26, -0.20], [-2.00, 2.25, -1.12], [-0.64, -3.21, -1.25]], "lowdin_charge": [-0.25, -0.37, -0.15, -0.12, -0.19, -0.45, -0.20, -0.06, -0.09, -0.04, -0.26, -0.07, 0.07, 0.16, 0.12, 0.15, 0.10, 0.05, 0.15, 0.11, 0.07, 0.14, 0.12, 0.18, 0.31, 0.14, 0.12, 0.17, 0.20, 0.13, -0.12, -0.09]}

=====

[6]
{"formula": "C12H18Si", "method": "ωB97M-V/def2-TZVPD", "relative_energy_kj_mol": 3.3, "lumo_ev": 1.0, "orbital_gap_ha": 0.3451, "homo_energy_ev": -8.43, "smiles": "C[Si](C)(C)C/C=C\\c1ccccc1", "symbols": ["C", "C", "C", "C", "C", "C", "C", "C", "C", "C", "C", "C", "Si", "H", "H", "H", "H", "H", "H", "H", "H", "H", "H", "H", "H", "H", "H", "H", "H", "H", "H"], "coordinates": [[-0.40, -2.24, -0.47], [0.36, -1.70, -1.43], [-0.32, -0.64, 3.52], [0.83, -1.21, 2.99], [-1.48, -0.57, 2.77], [0.83, -1.71, 1.70], [-1.52, -1.21, 1.53], [-0.35, -1.73, 0.93], [0.98, 2.34, -0.08], [-1.59, 1.01, -1.10], [0.57, 1.77, -3.10], [1.19, -0.48, -1.21], [0.25, 1.15, -1.35], [-1.07, -3.03, -0.70], [0.36, -2.13, -2.41], [-0.27, -0.29, 4.53], [1.70, -1.28, 3.62], [-2.34, -0.06, 3.15], [1.72, -2.16, 1.27], [-2.45, -1.28, 1.07], [0.87, 2.07, 0.99], [2.02, 2.44, -0.37], [0.51, 3.33, -0.20], [-1.85, 0.98, -0.05], [-2.08, 1.86, -1.58], [-2.00, 0.11, -1.52], [1.64, 1.79, -3.36], [0.15, 2.76, -3.25], [0.09, 1.03, -3.73], [2.00, -0.44, -1.95], [1.63, -0.47, -0.22]], "lowdin_charge": [-0.08, -0.16, -0.10, -0.09, -0.07, -0.06, -0.04, -0.22, -0.18, -0.17, -0.18, -0.25, 0.51, 0.10, 0.10, 0.09, 0.10, 0.10, 0.12, 0.09, 0.04, 0.02, 0.03, 0.02, 0.03, 0.03, 0.04, 0.02, 0.03, 0.08, 0.06]}

=====

[7]
{"formula": "C12H19Cl2FMoN2O2Si", "method": "ωB97M-V/def2-TZVPD", "relative_energy_kj_mol": 25.5, "total_charge": 2, "lumo_ev": [-8.6, -8.6], "orbital_gap_ha": [0.2477, 0.2478], "homo_energy_ev": [-15.31, -15.31], "symbols": ["Mo", "N", "C", "C", "O", "O", "H", "H", "H", "H", "C", "Si", "C", "C", "N", "C", "C", "C", "C", "C", "C", "F", "H", "H", "H", "H", "H", "H", "H", "H", "H", "H", "H", "H", "H", "Cl", "C", "Cl", "H", "H"], "coordinates": [[-1.05, -1.46, 1.09], [-2.57, -1.56, -0.45], [-1.96, -2.07, -1.74], [-0.51, -2.45, -1.57], [0.18, -2.91, -2.40], [-0.05, -2.20, -0.27], [-3.37, -2.15, -0.21], [-2.97, -0.64, -0.63], [-2.03, -1.30, -2.51], [-2.50, -2.94, -2.10], [-3.95, -0.14, 3.64], [-2.23, -0.76, 3.45], [-1.15, -0.86, 4.93], [-2.43, -2.57, 2.61], [-1.32, 0.05, 2.09], [-0.70, 1.31, 2.16], [-1.10, 2.40, 2.94], [-0.35, 3.56, 2.86], [0.76, 3.65, 2.02], [1.17, 2.57, 1.23], [0.41, 1.44, 1.33], [0.70, 0.29, 0.63], [-4.53, -0.85, 4.23], [-4.45, 0.00, 2.68], [-3.95, 0.81, 4.18], [-1.66, -1.41, 5.72], [-0.94, 0.14, 5.30], [-0.19, -1.35, 4.73], [-2.29, -3.14, 3.53], [-1.81, -3.19, 1.93], [-3.47, -2.70, 2.31], [-1.97, 2.34, 3.58], [-0.64, 4.42, 3.45], [1.32, 4.57, 1.97], [2.03, 2.63, 0.58], [3.25, 1.07, -1.53], [4.13, 2.52, -2.06], [3.65, 3.94, -1.11], [3.90, 2.71, -3.10], [5.19, 2.35, -1.91]], "lowdin_charge": [1.60, -0.04, -0.06, -0.49, 0.23, -0.23, 0.12, 0.13, 0.15, 0.15, -0.14, 0.51, -0.13, -0.21, -0.24, -0.26, 0.00, -0.03, 0.00, 0.03, -0.18, 0.00, 0.07, 0.05, 0.06, 0.07, 0.06, 0.06, 0.08, 0.04, 0.06, 0.12, 0.13, 0.13, 0.05, 0.51, -0.96, 0.53, 0.03, 0.03]}

=====

Table of energy (eV), in record order: -17755.17604; -25050.21084; -25049.14130; -16829.27767; -16820.80773; -20613.98819; -57307.61752